Computed, not measured: a structure of composition C54H54F15GeO3PSSeW in a non-equilibrium geometry, with ωB97M-V/def2-TZVPD.

Geometry as XYZ:
```
131
C54H54F15GeO3PSSeW, DFT ωB97M-V/def2-TZVPD
Se -0.2123 2.1986 -0.5551
H 1.7665 -0.3916 -3.7186
H -6.1523 2.8071 -1.2339
H 0.7684 -1.5386 -5.6983
O -3.0023 0.9191 -1.0007
C 3.6808 5.9023 1.2692
C 3.7332 1.2067 0.3154
H 5.3796 2.5254 0.5025
C -0.9565 -0.8607 -3.5201
C 4.5831 -0.0663 0.3971
F 3.5035 -6.3313 0.0585
W -0.2113 -0.0433 0.5245
C -3.1408 -5.5126 5.2431
F -5.0867 -6.4815 4.3537
O 1.5927 0.0452 0.1390
H -4.9490 2.1182 -6.6977
F 3.2722 -3.6335 -0.0678
C 4.1466 5.7040 -1.1891
C -3.6717 -5.3648 -2.6313
C -2.2772 1.6550 -6.7782
H 3.0971 5.8950 -1.4160
H -6.1477 0.2417 -2.2845
H -4.2836 0.1038 1.4249
H 3.4302 -1.0832 -1.1590
H -4.8191 -0.8869 -1.9592
C 4.3163 2.4733 0.3407
H 4.2890 -0.5125 2.5043
C -2.7021 0.4514 -4.6490
H 6.6155 -0.6828 0.6923
C 4.1313 -0.9898 1.5341
C -5.3338 -4.0378 -1.5294
C -1.6127 -0.4188 -4.6594
C -0.0085 -5.9244 0.7205
C -3.6572 -5.2857 2.9159
C 2.2597 3.6112 -0.0910
C 1.6327 2.3791 -0.1179
H -1.8944 2.5149 -6.2263
O -0.7666 -0.6863 -1.1210
H -1.0832 -3.5815 -3.2223
H -5.3288 1.3312 -5.1751
F -4.8655 -3.0778 0.5433
F 1.3224 -7.8619 0.5789
H 5.0619 -1.7079 -0.9287
C 1.4916 -1.2585 -3.1154
H 6.3453 4.3617 -0.3080
H -4.2960 1.8950 1.5378
H 4.6661 6.6625 -1.1996
C 0.1809 -1.8777 -3.6166
C 2.2083 -4.3861 0.1940
H 1.6859 4.5108 -0.2690
H -1.2640 -0.7788 -5.6143
C -2.5117 -4.5412 2.6923
H 6.2244 0.7944 1.5638
H 6.2544 5.9092 0.5202
F -1.5996 -5.6894 -1.6408
C -3.1603 0.8794 -3.4160
C -0.1917 -3.1170 -2.8022
C -4.4442 -3.8256 -0.4951
H 6.0111 4.4275 1.4329
H 4.5607 5.0854 -1.9863
H 3.7974 5.4472 2.2544
C 1.2101 0.2707 2.9346
C -1.0251 0.5997 2.5104
H -0.2144 -1.4057 3.1672
H -4.2434 2.7430 -5.2165
H -2.7153 2.0151 -7.7091
C -1.9861 -4.7648 5.0531
C -0.3395 1.8479 2.4585
H -4.0192 1.5332 -3.3641
F -0.5853 -3.5535 3.6167
C -0.1666 -4.5489 0.6614
F -5.7745 -5.0188 -3.6148
C -2.8096 -5.1288 -1.5703
Ge -1.9543 -3.8411 0.9712
C 1.0236 1.6402 2.6914
H -0.4955 -2.7686 -5.4985
F -3.2845 -6.1057 -3.6595
H 4.7316 -1.8999 1.5163
F -1.0805 -6.6869 0.9564
H 1.1683 -3.1240 -5.0562
H -1.4346 1.0130 -7.0341
C 1.2122 -6.5471 0.5232
C -3.3357 0.9000 -5.9612
F -4.4881 -5.5615 1.9056
H -6.1124 -0.6780 -0.7636
C -5.0624 2.7582 -1.2116
C -1.7012 -4.2961 3.7862
C -0.0148 -0.4073 2.8114
C -4.5307 1.8252 -5.7354
H 0.6169 -3.8485 -2.8485
C 2.3512 1.1987 0.1139
H -2.9927 -1.0108 -6.9734
C -3.1622 -4.3501 -0.4820
H -4.6746 3.0153 -2.1958
H 3.0881 -1.2882 1.4371
S -2.1104 -1.6354 1.1247
H -4.5685 -0.8849 -6.1864
C 2.3285 -5.7665 0.2560
H -2.0719 0.4555 2.7181
F -6.5541 -3.5024 -1.4996
H 2.6174 6.0626 1.0882
H 6.4913 0.8303 -0.1896
C -4.7414 1.0230 1.0599
C -2.5286 0.4673 -2.2562
H 4.1617 6.8804 1.2923
C -3.9833 -5.7740 4.1711
C 0.9696 -3.8149 0.4047
H 4.8201 -0.1677 -1.7608
C 6.0616 0.2538 0.6300
C -1.4135 -0.3642 -2.2838
C -5.5033 -0.1676 -1.5081
F 0.9100 -2.4519 0.3358
H 2.1543 -0.2039 3.1484
F -1.1825 -4.5011 6.0748
C 0.4070 -2.3438 -5.0572
C -4.9408 -4.8118 -2.6127
F -3.4392 -5.9671 6.4436
C 4.4598 -0.7987 -0.9472
P -4.5565 1.1202 -0.7043
H 1.4305 -0.9458 -2.0748
H -0.8106 2.7971 2.2567
H 2.2963 -1.9918 -3.1976
C 3.6266 3.6735 0.1539
H -0.3865 -2.8871 -1.7559
C -3.8123 -0.3302 -6.7449
H -5.8096 1.0061 1.2852
H -4.2526 -0.0176 -7.6919
C 4.3239 5.0314 0.1800
C 5.8189 4.9115 0.4738
H 1.7945 2.3948 2.6781
H -4.6921 3.4824 -0.4856
```

M = 1434.444 Da
multiplicity = 1
E_tot = -9098.29181 Ha
charge = +2

Atomic partial charges in e from the Mulliken method, atoms 1 to 8: number 1, Se, carries 0.389; number 2, H, carries 0.522; number 3, H, carries 0.475; number 4, H, carries 0.492; number 5, O, carries 0.194; number 6, C, carries -1.639; number 7, C, carries -0.807; number 8, H, carries 0.765